{
  "formula": "C3H3I3",
  "method": "the ωB97M-V functional and the def2-TZVPD basis",
  "elements": ["C", "C", "C", "I", "I", "I", "H", "H", "H"],
  "coordinates": [[0.1459, -0.4122, -0.0766], [1.2785, 0.4298, 0.0971], [-1.2664, -0.0441, 0.0451], [0.5921, -2.5053, -0.0432], [3.1986, -0.1599, -0.0488], [0.9289, 2.5402, -0.0714], [-1.8807, -0.1553, 0.9481], [-1.6949, -0.7913, -0.6741], [-1.3020, 1.0981, -0.1762]],
  "atomic_forces_ev_per_a": [[4.4, 1.2, 2.6], [-4.2, -1.1, -1.3], [-0.8, 1.1, -1.6], [-0.5, 0.4, -0.1], [1.0, 0.0, 0.0], [0.3, -0.5, 0.3], [1.0, -0.4, 0.3], [-0.6, 1.5, 0.1], [-0.6, -2.1, -0.3]],
  "lowdin_charge": [-0.926, -1.376, -0.230, 0.779, 0.803, 0.777, 0.086, 0.066, 0.021],
  "charge": 0,
  "energy_ha": -1009.12815,
  "de_lowest_kcal_mol": 20.0,
  "homo_energy_ev": -8.70
}

***

{
  "formula": "C3H3I3",
  "method": "the ωB97M-V functional and the def2-TZVPD basis",
  "elements": ["C", "C", "C", "I", "I", "I", "H", "H", "H"],
  "coordinates": [[-0.8185, -0.0173, 1.5445], [-0.3949, -0.6879, 2.7112], [-0.0933, -0.0221, 0.2786], [-2.5419, 1.2505, 1.7151], [-1.3487, -0.7121, 4.4806], [1.3158, -1.9787, 2.5519], [1.0250, -0.2192, 0.3764], [-0.0778, 0.9810, -0.0726], [-0.2717, -0.9815, -0.3440]],
  "atomic_forces_ev_per_a": [[0.6, -1.5, 4.4], [-0.2, 1.1, -4.0], [2.5, -2.3, -0.6], [0.7, -0.5, -0.4], [-0.4, -0.1, 1.0], [-0.6, 0.5, 0.2], [-1.1, 0.4, 0.8], [-0.7, 0.4, -1.5], [-0.7, 2.1, 0.2]],
  "lowdin_charge": [-0.925, -1.383, -0.255, 0.779, 0.808, 0.770, 0.036, 0.046, 0.123],
  "charge": 0,
  "energy_ha": -1009.13175,
  "de_lowest_kcal_mol": 17.7,
  "homo_energy_ev": -8.70
}

***

{
  "formula": "C3H3IN2S2",
  "method": "the ωB97M-V functional and the def2-TZVPD basis",
  "elements": ["C", "C", "C", "N", "N", "S", "S", "I", "H", "H", "H"],
  "coordinates": [[-1.2079, 0.7037, -0.5467], [-0.7874, 1.8388, -1.2099], [-0.5977, -0.6234, -0.5630], [-2.4874, 0.8261, -0.1212], [-3.0585, 1.9409, -0.3806], [-2.0861, 3.0253, -1.1078], [1.0748, 2.1848, -1.7492], [1.5091, 3.7413, 0.0203], [-1.2196, -1.0477, 0.1881], [-0.5686, -1.1824, -1.4872], [0.3579, -0.6693, -0.1267]],
  "atomic_forces_ev_per_a": [[0.3, 1.8, -2.5], [1.9, 1.4, 0.1], [-0.4, -0.2, 1.1], [-0.9, -0.4, 0.2], [-0.4, -0.1, 0.8], [1.8, -1.0, -0.7], [-3.1, -0.2, 1.0], [0.2, -0.1, -0.2], [-0.5, -1.6, 0.3], [-0.4, 0.2, -0.3], [1.5, 0.3, 0.3]],
  "lowdin_charge": [-0.484, -0.798, -0.045, -0.047, -0.367, 0.936, 0.182, 0.394, 0.072, 0.095, 0.064],
  "charge": 0,
  "energy_ha": -1319.63911,
  "smiles": "Cc1nnsc1SI",
  "de_lowest_kcal_mol": 0.0,
  "homo_energy_ev": -9.26
}

***

{
  "formula": "C3H3IO2",
  "method": "the ωB97M-V functional and the def2-TZVPD basis",
  "elements": ["C", "C", "C", "O", "O", "I", "H", "H", "H"],
  "coordinates": [[0.9677, 0.4565, -0.0828], [-2.0621, 2.3063, 0.3970], [0.2042, -0.4953, -0.6404], [-1.6492, 2.9871, -0.4397], [0.6669, 1.5416, 0.6850], [-1.8491, -0.5487, 0.0584], [1.8887, 0.7095, -0.5211], [-1.7981, -2.0114, -0.6934], [-0.3065, 1.3680, 0.8695]],
  "atomic_forces_ev_per_a": [[-1.6, 0.5, -0.9], [1.2, 2.9, -2.8], [1.9, 0.0, -0.1], [-1.6, -2.0, 2.7], [-2.3, -0.5, 1.2], [-0.7, -1.4, -0.2], [1.6, -0.8, -0.6], [-0.3, 0.5, 0.4], [1.9, 0.8, 0.4]],
  "lowdin_charge": [-0.467, -0.098, -0.430, 0.058, -0.092, 1.120, 0.080, -0.144, -0.028],
  "charge": 0,
  "energy_ha": -564.07711,
  "de_lowest_kcal_mol": 120.3,
  "homo_energy_ev": -8.56
}

***

{
  "formula": "C3H3IS",
  "method": "the ωB97M-V functional and the def2-TZVPD basis",
  "elements": ["C", "C", "C", "S", "I", "H", "H", "H"],
  "coordinates": [[0.4612, -2.3723, -0.3347], [-0.2190, -1.4054, 0.0219], [-0.2867, 1.6225, 0.1424], [-1.3580, 0.3575, 0.9444], [1.8923, -3.4723, -1.2414], [-0.2856, 1.3286, -0.8614], [0.5736, 1.4367, 0.7183], [-0.7778, 2.5046, 0.6104]],
  "atomic_forces_ev_per_a": [[-0.9, 2.2, 0.3], [-0.8, 1.1, 1.2], [-1.9, -0.9, 3.1], [1.8, -3.6, -1.9], [-0.5, 0.1, 0.3], [0.2, 0.8, -1.5], [1.7, 0.3, -0.2], [0.4, 0.0, -1.4]],
  "lowdin_charge": [-0.864, -0.258, -0.425, 0.687, 0.812, 0.007, -0.004, 0.045],
  "charge": 0,
  "energy_ha": -811.81000,
  "de_lowest_kcal_mol": 57.1,
  "homo_energy_ev": -9.11
}

***

{
  "formula": "C3H3InLiO2",
  "method": "the ωB97M-V functional and the def2-TZVPD basis",
  "elements": ["O", "Li", "C", "C", "O", "C", "H", "H", "H", "In"],
  "coordinates": [[-1.8916, 0.3473, -0.1760], [-3.5642, 0.1358, -0.5189], [0.7360, 0.1184, 0.8173], [0.0858, -1.1146, 0.5448], [1.5492, -0.0293, -0.4628], [1.1629, -1.4189, -0.4675], [-0.4544, -1.8023, 1.2001], [0.8426, -1.7558, -1.4675], [1.9878, -2.0634, -0.1223], [-0.5434, 1.5236, 0.0678]],
  "atomic_forces_ev_per_a": [[-3.9, -1.2, -1.2], [-0.1, -0.1, 0.0], [0.9, -2.5, -2.5], [2.4, 0.1, 2.1], [0.0, 0.4, 1.5], [-0.4, 0.0, -0.4], [-0.3, 0.6, -0.4], [0.0, 0.2, 0.3], [-0.4, 0.2, 0.0], [1.7, 2.2, 0.7]],
  "lowdin_charge": [-0.702, 0.781, -0.204, -0.076, -0.210, -0.174, 0.117, 0.143, 0.147, 1.178],
  "charge": 1,
  "energy_ha": -463.81114,
  "de_lowest_kcal_mol": 141.3,
  "homo_energy_ev": -12.71
}